--- w ---
Entry from OMol25: a 2-piece molecular cluster, C5H9BrO overall (ωB97M-V/def2-TZVPD).

As for the HOMO-LUMO gap: 0.339 Ha. As for the LUMO energy: 0.3 eV.

XYZ file:
```
16
Properties=species:S:1:pos:R:3:nbo_charge:R:1
C 0.69 0.71 -1.06 -0.445
C 1.57 0.48 -0.08 0.050
C 1.08 -0.44 1.04 -0.660
C 3.00 0.86 -0.02 -0.651
C -2.89 0.02 -0.12 0.251
O -2.45 0.28 -1.24 -0.635
Br -4.84 -0.16 0.15 -0.105
H -0.37 0.66 -0.89 0.206
H -0.03 -0.31 1.15 0.230
H 1.67 -0.20 1.93 0.203
H 1.11 -1.48 0.70 0.223
H 3.70 -0.02 -0.09 0.217
H 3.18 1.30 0.94 0.219
H 3.33 1.50 -0.87 0.217
H 1.14 1.15 -1.90 0.184
H -3.07 0.58 -1.91 0.495
```

***

--- x ---
Entry from OMol25: a single C5H9BrO molecule (ωB97M-V/def2-TZVPD).

As for the HOMO-LUMO gap: 0.349 Ha. As for the SMILES: CC(C)C(=O)CBr. As for the LUMO energy: 0.8 eV.

XYZ file:
```
16
Properties=species:S:1:pos:R:3:nbo_charge:R:1
C -1.28 0.65 -1.46 -0.634
C -0.35 0.66 -0.32 -0.216
C -0.94 0.96 1.06 -0.611
C 0.53 -0.90 -0.09 0.576
O -0.10 -1.73 -0.63 -0.561
C 2.02 -1.69 0.66 -0.535
Br 3.37 -0.37 1.17 -0.022
H -1.69 1.67 -1.54 0.225
H -0.65 0.77 -2.44 0.216
H -2.06 -0.07 -1.50 0.230
H 0.46 1.35 -0.60 0.211
H -0.23 0.66 1.71 0.207
H -1.18 1.95 1.25 0.213
H -1.92 0.36 1.29 0.203
H 1.58 -2.01 1.63 0.246
H 2.44 -2.25 -0.20 0.252
```

***

It is w that is the least stable of them.

***

--- w ---
Entry from OMol25: C18H18ClF5N2NiOS2Se4Te as an isolated structure (ωB97M-V/def2-TZVPD).

As for the HOMO-LUMO gap (spin up / spin down): 0.227 / 0.224 Ha. As for the LUMO energy (spin up / spin down): 4.2 / 4.2 eV. Its total charge is -2.

XYZ file:
```
53
Properties=species:S:1:pos:R:3:nbo_charge:R:1
Ni 0.57 2.00 0.74 0.597
Se 0.73 2.42 3.15 -0.573
Se 1.97 4.41 2.86 -0.212
Te 2.84 3.25 0.78 0.375
Se 3.19 5.07 -0.84 -0.797
N -1.79 3.02 -2.03 -0.818
C -0.91 3.84 -1.41 0.328
N 0.07 4.37 -2.17 -0.819
S -1.05 4.21 0.23 -0.348
H -1.50 2.64 -2.92 0.377
H -2.25 2.36 -1.42 0.444
H 0.31 3.91 -3.03 0.385
H 0.85 4.80 -1.68 0.447
F -0.20 -8.16 0.68 -0.316
C 0.23 -6.97 1.16 0.209
C 1.58 -6.71 1.29 0.251
F 2.47 -7.66 0.94 -0.315
C 2.01 -5.49 1.78 0.287
F 3.34 -5.33 1.89 -0.309
C 1.14 -4.46 2.17 -0.266
Se 1.75 -2.81 2.85 -0.441
C -0.21 -4.77 2.01 0.268
F -1.16 -3.88 2.34 -0.320
C -0.67 -5.98 1.52 0.293
F -1.99 -6.22 1.39 -0.323
Cl -1.04 -0.10 -3.04 -0.024
C 0.35 0.94 -3.25 -0.062
C 0.54 1.46 -4.52 -0.263
C 1.65 2.24 -4.80 -0.266
C 2.58 2.46 -3.79 -0.234
C 2.37 1.93 -2.53 -0.130
C 1.22 1.20 -2.18 -0.053
C 1.01 0.74 -0.79 -0.797
H -0.18 1.23 -5.29 0.214
H 1.79 2.65 -5.79 0.202
H 3.46 3.06 -3.96 0.219
H 3.11 2.12 -1.77 0.205
H 1.96 0.36 -0.38 0.217
H 0.30 -0.09 -0.78 0.202
O -2.30 0.81 -0.22 -1.023
S -1.40 0.96 0.96 1.342
C -2.47 1.51 2.29 -0.619
C -3.15 0.24 2.78 -0.416
C -2.02 -0.79 2.92 -0.408
C -1.17 -0.70 1.65 -0.634
H -3.12 2.27 1.85 0.254
H -1.85 1.97 3.06 0.263
H -3.88 -0.10 2.04 0.206
H -3.67 0.41 3.72 0.209
H -2.39 -1.80 3.06 0.230
H -1.40 -0.55 3.78 0.218
H -1.51 -1.36 0.86 0.247
H -0.11 -0.89 1.84 0.294
```

***

--- x ---
Entry from OMol25: C18H18ClF5N2NiOS2Se4Te as an isolated structure (ωB97M-V/def2-TZVPD).

As for the HOMO-LUMO gap (spin up / spin down): 0.229 / 0.226 Ha. As for the LUMO energy (spin up / spin down): 4.1 / 4.1 eV. Its total charge is -2.

XYZ file:
```
53
Properties=species:S:1:pos:R:3:nbo_charge:R:1
Ni -2.39 0.68 0.30 0.572
Se -2.92 2.12 2.21 -0.573
Se -5.15 2.49 1.52 -0.210
Te -4.23 2.11 -0.81 0.369
Se -6.05 0.94 -1.99 -0.791
N -2.59 -3.03 -0.39 -0.815
C -3.65 -2.19 -0.28 0.325
N -4.43 -2.06 -1.36 -0.820
S -4.00 -1.39 1.16 -0.343
H -2.29 -3.26 -1.32 0.377
H -1.83 -2.83 0.26 0.444
H -4.04 -2.29 -2.27 0.385
H -5.10 -1.28 -1.36 0.446
F 8.69 0.53 0.56 -0.316
C 7.51 1.14 0.79 0.210
C 7.29 2.44 0.36 0.288
F 8.28 3.09 -0.28 -0.323
C 6.08 3.05 0.59 0.273
F 5.96 4.31 0.15 -0.310
C 5.01 2.43 1.26 -0.266
Se 3.37 3.28 1.58 -0.456
C 5.28 1.12 1.66 0.284
F 4.35 0.40 2.31 -0.315
C 6.49 0.48 1.44 0.256
F 6.69 -0.78 1.86 -0.313
Cl 0.17 -2.27 -2.14 -0.019
C -1.23 -1.59 -2.95 -0.060
C -1.75 -2.34 -4.00 -0.263
C -2.82 -1.85 -4.74 -0.263
C -3.32 -0.59 -4.43 -0.233
C -2.79 0.13 -3.37 -0.131
C -1.76 -0.35 -2.55 -0.054
C -1.29 0.42 -1.38 -0.795
H -1.30 -3.29 -4.24 0.215
H -3.23 -2.43 -5.55 0.203
H -4.15 -0.17 -4.98 0.219
H -3.20 1.10 -3.16 0.203
H -1.21 1.48 -1.66 0.208
H -0.30 0.08 -1.09 0.204
O -0.35 -1.70 0.95 -1.020
S -0.82 -0.37 1.42 1.345
C -1.06 -0.56 3.20 -0.615
C 0.33 -0.39 3.78 -0.418
C 0.90 0.85 3.11 -0.417
C 0.64 0.69 1.61 -0.610
H -1.53 -1.54 3.32 0.253
H -1.75 0.21 3.53 0.261
H 0.95 -1.27 3.56 0.209
H 0.29 -0.28 4.87 0.211
H 1.97 1.00 3.28 0.258
H 0.39 1.74 3.47 0.210
H 1.44 0.15 1.10 0.256
H 0.47 1.64 1.09 0.265
```

***

It is w that is the least stable of them.

***

--- w ---
Entry from OMol25: a 2-piece molecular cluster, C4H8ClNO overall (ωB97M-V/def2-TZVPD).

As for the HOMO-LUMO gap: 0.358 Ha. As for the SMILES: [H]/N=C\Cl.C=C(C)O. As for the LUMO energy: 0.9 eV.

XYZ file:
```
15
Properties=species:S:1:pos:R:3:nbo_charge:R:1
H -2.64 0.92 1.35 0.360
N -2.24 0.99 0.40 -0.596
C -2.89 0.42 -0.51 0.085
Cl -4.34 -0.49 -0.20 -0.052
H -2.78 0.78 -1.54 0.202
C 1.35 0.50 1.19 -0.554
C 1.06 0.24 -0.06 0.370
C 1.08 -1.24 -0.57 -0.655
O 0.87 1.00 -1.19 -0.693
H 1.36 1.41 1.72 0.196
H 1.37 -0.24 1.88 0.200
H 1.56 -2.03 0.06 0.219
H 0.06 -1.41 -0.77 0.212
H 1.49 -1.23 -1.52 0.217
H 0.78 1.97 -1.00 0.489
```

***

--- x ---
Entry from OMol25: a single C4H8ClNO molecule (ωB97M-V/def2-TZVPD).

As for the HOMO-LUMO gap: 0.384 Ha. As for the SMILES: NC1(CCl)COC1. As for the LUMO energy: 0.8 eV.

XYZ file:
```
15
Properties=species:S:1:pos:R:3:nbo_charge:R:1
N -1.62 0.44 0.08 -0.828
C -0.22 0.04 0.01 0.037
C 0.02 -1.44 -0.26 -0.394
Cl 1.72 -1.80 -0.44 -0.036
C 0.63 1.01 -0.86 -0.060
O 1.51 1.25 0.22 -0.530
C 0.60 0.59 1.18 -0.067
H -2.15 -0.02 0.82 0.359
H -2.17 0.21 -0.77 0.361
H -0.45 -2.11 0.52 0.218
H -0.44 -1.71 -1.20 0.212
H 0.18 1.92 -1.25 0.184
H 1.19 0.51 -1.67 0.175
H 0.08 1.26 1.84 0.187
H 1.14 -0.14 1.77 0.183
```

***

--- y ---
Entry from OMol25: a single C4H8ClNO molecule (ωB97M-V/def2-TZVPD).

As for the HOMO-LUMO gap: 0.357 Ha. As for the SMILES: NC/C(=C/Cl)CO. As for the LUMO energy: 0.8 eV.

XYZ file:
```
15
Properties=species:S:1:pos:R:3:nbo_charge:R:1
N 0.76 1.87 -1.02 -0.829
C 0.32 0.49 -1.06 -0.241
C 0.07 -0.12 0.33 -0.025
C 0.82 0.15 1.42 -0.276
Cl 0.43 -0.31 2.98 0.025
C -1.13 -1.00 0.26 -0.103
O -1.01 -1.86 -0.81 -0.714
H 1.50 1.96 -0.32 0.345
H 0.07 2.58 -0.78 0.363
H -0.63 0.48 -1.57 0.205
H 1.05 -0.18 -1.57 0.209
H 1.82 0.60 1.31 0.209
H -1.22 -1.56 1.20 0.178
H -2.04 -0.39 0.14 0.179
H -0.80 -2.71 -0.53 0.476
```

***

It is w that is the least stable of them.

***

--- w ---
Entry from OMol25: a single C4H6S2 molecule (ωB97M-V/def2-TZVPD).

As for the HOMO-LUMO gap: 0.313 Ha. As for the SMILES: S=CSC1CC1. As for the LUMO energy: -0.1 eV.

XYZ file:
```
12
Properties=species:S:1:pos:R:3:nbo_charge:R:1
S 4.05 -0.22 -0.12 0.058
C 2.51 0.15 0.08 -0.492
S 1.12 -1.04 0.00 0.369
C -0.27 -0.22 0.52 -0.465
C -1.18 0.65 -0.29 -0.404
C -1.55 -0.75 -0.21 -0.401
H 2.36 1.19 0.36 0.212
H -0.35 0.12 1.62 0.239
H -0.84 1.02 -1.35 0.214
H -1.80 1.35 0.23 0.222
H -2.50 -0.88 0.23 0.218
H -1.55 -1.39 -1.07 0.230
```

***

--- x ---
Entry from OMol25: a single C4H6S2 molecule (ωB97M-V/def2-TZVPD).

As for the HOMO-LUMO gap: 0.308 Ha. As for the SMILES: C=CSC(C)=S. As for the LUMO energy: -0.2 eV.

XYZ file:
```
12
Properties=species:S:1:pos:R:3:nbo_charge:R:1
C -0.88 2.14 2.26 -0.399
C -0.77 1.08 1.47 -0.326
S 0.68 0.65 0.44 0.327
C 0.05 -0.56 -0.68 -0.290
C -1.40 -0.57 -1.02 -0.706
S 0.99 -1.66 -1.40 0.040
H -0.09 2.79 2.62 0.210
H -1.85 2.47 2.62 0.211
H -1.57 0.42 1.27 0.210
H -1.85 -1.28 -0.28 0.241
H -1.81 0.47 -1.01 0.229
H -1.53 -1.07 -1.99 0.253
```

***

--- y ---
Entry from OMol25: a single C4H6S2 molecule (ωB97M-V/def2-TZVPD).

As for the HOMO-LUMO gap: 0.310 Ha. As for the SMILES: C=CSC(C)=S. As for the LUMO energy: -0.2 eV.

XYZ file:
```
12
Properties=species:S:1:pos:R:3:nbo_charge:R:1
C 2.77 0.51 0.23 -0.389
C 1.59 0.62 -0.31 -0.352
S 0.41 -0.77 -0.27 0.330
C -1.15 0.03 -0.07 -0.280
C -2.32 -0.96 0.09 -0.675
S -1.51 1.64 -0.07 -0.016
H 3.21 -0.30 0.91 0.221
H 3.47 1.38 0.05 0.212
H 1.29 1.53 -0.91 0.250
H -2.87 -0.79 1.03 0.247
H -3.03 -0.91 -0.73 0.243
H -1.87 -1.97 0.06 0.209
```

***

It is w that is the least stable of them.

***

--- w ---
Entry from OMol25: a single C2H2FNO2 molecule (ωB97M-V/def2-TZVPD).

As for the HOMO-LUMO gap (spin up / spin down): 0.325 / 0.325 Ha. As for the SMILES: O=C[C@@H](F)N=O. As for the LUMO energy (spin up / spin down): -0.9 / -0.9 eV.

XYZ file:
```
8
Properties=species:S:1:pos:R:3:nbo_charge:R:1
O 1.28 1.54 -0.78 -0.442
C 0.29 1.04 -0.33 0.418
C 0.10 -0.61 -0.27 0.135
F 1.18 -1.43 -0.44 -0.322
N -0.23 -0.76 1.24 0.150
O -1.24 -0.22 1.59 -0.272
H -0.62 1.40 -0.02 0.140
H -0.76 -0.97 -0.98 0.193
```

***

--- x ---
Entry from OMol25: C2H2FNO2 as an isolated structure (ωB97M-V/def2-TZVPD).

As for the HOMO-LUMO gap: 0.364 Ha. As for the LUMO energy: 0.0 eV.

XYZ file:
```
8
Properties=species:S:1:pos:R:3:nbo_charge:R:1
C -0.21 0.86 0.84 -0.572
C 0.45 0.36 1.69 0.584
N -0.41 -1.40 -1.85 0.389
O -0.46 0.01 -1.70 -0.647
O 0.51 -1.85 -1.26 -0.301
F 1.00 -0.34 2.57 -0.220
H -0.46 0.55 -0.59 0.448
H -0.42 1.82 0.31 0.319
```

***

It is x that is the least stable of them.

***

--- w ---
Entry from OMol25: C2H3BrN2S as an isolated structure (ωB97M-V/def2-TZVPD).

As for the HOMO-LUMO gap: 0.394 Ha. As for the LUMO energy: 0.5 eV.

XYZ file:
```
9
Properties=species:S:1:pos:R:3:nbo_charge:R:1
C 0.38 1.69 -0.13 -0.093
C 0.67 -0.12 -1.21 0.189
N -0.13 0.89 -0.94 -0.458
N 1.79 -0.21 -0.57 -0.618
S 1.99 1.12 0.35 0.568
Br -3.13 -2.36 2.46 -0.207
H 0.11 2.56 0.34 0.209
H 0.29 -0.93 -1.97 0.204
H -1.97 -2.64 1.66 0.207
```

***

--- x ---
Entry from OMol25: a single C2H3BrN2S molecule (ωB97M-V/def2-TZVPD).

As for the HOMO-LUMO gap (spin up / spin down): 0.261 / 0.280 Ha. As for the LUMO energy (spin up / spin down): -1.3 / -0.8 eV.

XYZ file:
```
9
Properties=species:S:1:pos:R:3:nbo_charge:R:1
C -0.49 0.83 -0.98 -0.185
C -0.76 -1.12 0.77 -0.535
N 0.75 0.85 -0.74 -0.202
N 1.42 0.15 0.04 -0.276
S -1.68 0.16 0.19 0.387
Br 3.06 0.91 0.43 0.167
H -1.11 1.33 -1.77 0.230
H -0.33 -1.99 0.29 0.226
H -0.86 -1.11 1.78 0.189
```

***

It is x that is the least stable of them.

***

--- w ---
Entry from OMol25: a single C5H8N4 molecule (ωB97M-V/def2-TZVPD).

As for the HOMO-LUMO gap: 0.383 Ha. As for the SMILES: C/N=C/n1ncnc1C. As for the LUMO energy: 0.8 eV.

XYZ file:
```
17
Properties=species:S:1:pos:R:3:nbo_charge:R:1
C 1.36 -1.54 2.39 -0.428
N 0.68 -0.43 1.82 -0.381
C 0.36 -0.44 0.60 0.260
N -0.30 0.63 0.02 -0.233
N -0.66 1.74 0.69 -0.252
C -1.24 2.47 -0.21 0.150
N -1.29 1.91 -1.44 -0.484
C -0.69 0.75 -1.29 0.382
C -0.48 -0.26 -2.34 -0.668
H 2.30 -1.19 2.81 0.211
H 1.56 -2.36 1.68 0.163
H 0.75 -1.92 3.22 0.211
H 0.57 -1.26 -0.10 0.154
H -1.65 3.44 0.00 0.201
H 0.59 -0.43 -2.50 0.230
H -0.94 -1.21 -2.07 0.229
H -0.92 0.10 -3.26 0.254
```

***

--- x ---
Entry from OMol25: a single C5H8N4 molecule (ωB97M-V/def2-TZVPD).

As for the HOMO-LUMO gap: 0.335 Ha. As for the SMILES: Cn1ccnc[nH]nc1. As for the LUMO energy: 0.8 eV.

XYZ file:
```
17
Properties=species:S:1:pos:R:3:nbo_charge:R:1
C 1.04 -2.11 0.59 -0.413
N 0.60 -0.73 0.10 -0.428
C -0.67 -0.94 -0.49 -0.083
C -1.69 -0.19 -0.81 -0.075
N -1.98 1.15 -0.79 -0.513
C -1.11 2.15 -0.43 0.224
N 0.26 2.32 -0.15 -0.408
N 1.26 1.61 0.44 -0.333
C 1.28 0.32 0.58 0.226
H 0.06 -2.38 1.24 0.214
H 1.18 -2.79 -0.33 0.222
H 1.92 -2.04 1.34 0.221
H -0.70 -2.06 -0.87 0.198
H -2.43 -0.85 -1.21 0.199
H -1.49 3.17 -0.67 0.175
H 0.32 3.40 0.16 0.395
H 2.13 -0.01 1.31 0.181
```

***

It is x that is the least stable of them.

***

--- w ---
Entry from OMol25: a 19-piece molecular cluster, H39O19 overall (ωB97M-V/def2-TZVPD).

As for the HOMO-LUMO gap: 0.389 Ha. As for the LUMO energy: -2.9 eV. Its total charge is +1.

XYZ file:
```
58
Properties=species:S:1:pos:R:3:nbo_charge:R:1
O -3.31 -1.31 -2.51 -0.922
H 3.06 -1.82 -0.74 0.463
H -3.29 -0.57 -1.91 0.437
O -2.61 2.92 0.49 -0.825
H -2.84 2.45 -0.36 0.528
H -1.72 -1.85 3.00 0.501
O 4.25 0.11 0.97 -0.966
H -3.28 1.14 -1.82 0.455
H 3.36 -3.03 -1.68 0.484
O -0.53 1.76 1.16 -0.992
H 0.04 1.21 0.63 0.535
H 5.17 0.11 0.68 0.490
O 0.13 1.00 4.54 -0.965
H -0.29 0.43 5.20 0.480
H 0.41 0.30 3.93 0.491
O 1.56 1.37 -1.91 -0.974
H 0.04 -0.19 -4.58 0.499
H 2.23 0.83 -2.31 0.472
O -1.20 4.40 -0.98 -0.934
H 0.23 -4.07 1.36 0.474
H -1.96 3.65 0.12 0.542
O 3.73 -2.24 -1.27 -0.951
H -0.66 5.20 -1.02 0.511
O -3.03 -0.98 0.49 -0.974
H -3.79 -0.85 -0.07 0.462
H -2.68 -1.85 0.64 0.512
O 2.42 0.38 3.19 -1.013
H -1.89 2.19 0.72 0.533
H -0.33 1.97 2.08 0.540
O 0.99 -4.15 1.96 -0.937
H 3.87 -0.64 0.53 0.480
H 0.50 -3.84 2.74 0.469
O -3.41 2.10 -1.92 -0.927
H -4.16 1.92 -2.50 0.507
H 3.23 0.50 2.67 0.515
O 0.38 -0.63 -0.35 -0.958
H 2.47 0.98 3.94 0.500
H 0.80 1.31 -2.48 0.494
O -1.17 -2.31 2.39 -1.002
H -0.23 -2.16 2.32 0.500
H 0.42 -1.58 -0.21 0.488
O -0.74 3.34 3.48 -0.977
H -1.67 3.53 3.65 0.480
H -0.58 3.83 -1.44 0.500
O -0.10 -2.54 -2.13 -0.969
H 1.31 -1.67 -4.98 0.470
H 0.48 -1.77 -2.12 0.477
O 0.43 -2.01 -4.82 -0.951
H -3.83 -2.01 -2.11 0.486
H 0.69 -2.74 -4.24 0.496
O 0.03 0.72 -4.21 -0.979
H -0.87 0.94 -4.47 0.473
H -0.38 2.86 4.23 0.505
O 2.18 -1.79 1.34 -1.014
H 2.41 -1.23 2.10 0.505
H 2.54 -2.67 1.52 0.510
H 1.33 -0.49 -0.29 0.475
H -0.89 -2.17 -2.56 0.490
```

***

--- x ---
Entry from OMol25: a 19-piece molecular cluster, H39O19 overall (ωB97M-V/def2-TZVPD).

As for the HOMO-LUMO gap: 0.357 Ha. As for the LUMO energy: -3.5 eV. Its total charge is +1.

XYZ file:
```
58
Properties=species:S:1:pos:R:3:nbo_charge:R:1
O -3.62 1.85 -0.95 -0.973
H -2.16 4.62 0.26 0.482
H -3.94 1.94 -1.85 0.493
O 0.80 4.82 -1.15 -0.924
H 0.79 4.54 -0.23 0.467
H -0.58 -2.28 0.59 0.555
O 1.89 0.08 1.35 -1.038
H -0.11 -3.18 3.08 0.492
H -1.57 4.10 1.43 0.466
O -1.24 -2.71 -0.03 -0.822
H -3.23 -0.86 1.24 0.535
H 2.05 0.05 0.39 0.510
O 2.47 -2.80 -1.80 -0.939
H 2.61 -2.23 -1.04 0.471
H 3.25 -2.52 -2.29 0.466
O 0.81 2.54 1.24 -0.973
H 1.10 2.32 -3.34 0.498
H 1.60 3.00 0.97 0.497
O -3.12 -1.79 1.35 -0.947
H 1.06 -1.06 2.39 0.544
H 0.45 4.06 -1.62 0.456
O -1.26 4.49 0.61 -0.943
H -3.08 -2.66 -1.74 0.474
O 0.00 -2.44 -2.85 -0.949
H 0.36 -1.54 -2.81 0.462
H 0.71 -2.91 -3.27 0.487
O -2.50 1.27 2.56 -0.949
H -1.13 -3.60 0.40 0.546
H -2.07 -2.14 0.45 0.537
O 0.33 -1.65 2.05 -1.010
H 1.54 0.94 1.64 0.523
H -0.51 -1.17 2.13 0.485
O -0.62 -3.96 2.94 -0.961
H -1.46 -3.77 3.39 0.463
H -2.60 1.86 3.32 0.491
O -1.19 -0.11 0.18 -1.013
H -3.40 0.83 2.54 0.459
H 0.09 2.69 0.64 0.496
O -3.95 -2.41 -2.07 -0.944
H -3.87 -1.58 -2.54 0.473
H 2.23 3.31 -3.13 0.491
O 3.24 -0.30 3.51 -0.954
H 3.33 0.58 3.85 0.473
H -3.73 -2.52 1.42 0.547
O 3.76 -2.18 0.77 -0.956
H -0.96 0.99 -2.77 0.490
H 3.07 -1.61 1.15 0.465
O -0.43 1.64 -3.24 -0.955
H -4.34 1.64 -0.34 0.482
H -0.82 1.59 -4.12 0.493
O 2.10 2.36 -3.29 -0.951
H -1.78 0.64 0.05 0.506
H 3.48 -0.22 2.59 0.480
O 2.86 0.91 -1.34 -1.060
H 2.59 1.39 -2.18 0.523
H 3.43 0.15 -1.27 0.484
H -0.27 0.17 0.22 0.509
H 4.02 -2.65 1.59 0.491
```

***

It is x that is the least stable of them.